Entry 1:
The molecule C2H4OS2 at a distorted geometry. Source: the Open Molecules 2025 dataset; level of theory: ωB97M-V/def2-TZVPD.

E_HOMO (alpha / beta) = -8.7 / -8.8 eV
Relative energy (zero: lowest compared OMol25 entry of this formula, charge and spin) = 3.658 eV
Charge = 0
LUMO (alpha / beta) = -1.17 / -1.17 eV
HOMO-LUMO gap (alpha / beta) = 7.58 / 7.59 eV
DFT total energy = -950.074254 Eh
Multiplicity = 1

XYZ file:
```
9
C2H4OS2 ωB97M-V/def2-TZVPD
C -0.456 -1.041 1.552
C 0.824 0.716 -0.032
O -0.675 0.107 -1.942
S -1.034 -2.248 2.362
S -0.612 -0.317 -0.116
H -1.569 -0.214 -2.190
H 1.712 0.194 -0.446
H 1.010 0.992 1.092
H 0.801 1.811 -0.280
```

Entry 2:
The molecule C2H4P2 at a distorted geometry. Source: the Open Molecules 2025 dataset; level of theory: ωB97M-V/def2-TZVPD.

E_HOMO = -8.6 eV
Relative energy (zero: lowest compared OMol25 entry of this formula, charge and spin) = 2.172 eV
SMILES = P[C@@H]1C=P1
Charge = 0
LUMO = -0.09 eV
HOMO-LUMO gap = 8.46 eV
DFT total energy = -761.175058 Eh
Multiplicity = 1

XYZ file:
```
8
C2H4P2 ωB97M-V/def2-TZVPD
C -0.390 -0.416 -0.119
C -0.963 0.037 1.181
P 0.480 -0.525 1.769
P 0.357 0.670 -1.399
H -0.256 -1.410 -0.509
H -1.876 0.686 1.395
H 1.305 -0.357 -1.562
H 1.343 1.315 -0.755
```

Entry 3:
A cluster of 2 separate species, C2H4S in total at a distorted geometry. Source: the Open Molecules 2025 dataset; level of theory: ωB97M-V/def2-TZVPD.

E_HOMO (alpha / beta) = -7.1 / -9.5 eV
Relative energy (zero: lowest compared OMol25 entry of this formula, charge and spin) = 4.610 eV
Charge = 0
LUMO (alpha / beta) = -0.21 / 0.12 eV
HOMO-LUMO gap (alpha / beta) = 6.93 / 9.66 eV
DFT total energy = -476.591735 Eh
Multiplicity = 1

XYZ file:
```
7
C2H4S ωB97M-V/def2-TZVPD
C 0.743 -0.141 -0.040
C -0.509 0.493 0.036
S 2.262 0.004 0.036
H 0.143 -2.564 -0.231
H -1.073 0.575 -0.790
H -0.261 1.476 0.289
H -1.306 0.156 0.700
```

Entry 4:
The molecule C2H4S3 at a distorted geometry. Source: the Open Molecules 2025 dataset; level of theory: ωB97M-V/def2-TZVPD.

E_HOMO = -9.0 eV
Relative energy (zero: lowest compared OMol25 entry of this formula, charge and spin) = 1.188 eV
SMILES = SC1(S)CS1
Charge = 0
LUMO = 0.66 eV
HOMO-LUMO gap = 9.63 eV
DFT total energy = -1273.108172 Eh
Multiplicity = 1

XYZ file:
```
9
C2H4S3 ωB97M-V/def2-TZVPD
C 0.384 0.023 1.063
C -0.013 0.008 -0.470
S 1.170 1.262 0.085
S 0.736 -1.197 -1.620
S -1.649 0.623 -1.049
H -0.371 0.439 1.583
H 0.943 -0.726 1.441
H 0.387 -2.163 -0.784
H -1.588 1.732 -0.249
```

Entry 5:
The molecule C2H4S3 at a distorted geometry. Source: the Open Molecules 2025 dataset; level of theory: ωB97M-V/def2-TZVPD.

E_HOMO = -9.1 eV
Relative energy (zero: lowest compared OMol25 entry of this formula, charge and spin) = 1.621 eV
SMILES = SC1(S)CS1
Charge = 0
LUMO = -0.05 eV
HOMO-LUMO gap = 9.01 eV
DFT total energy = -1273.092280 Eh
Multiplicity = 1

XYZ file:
```
9
C2H4S3 ωB97M-V/def2-TZVPD
C 0.869 -0.204 0.914
C -0.387 -0.358 0.175
S -0.173 -1.641 1.319
S -1.808 0.704 0.228
S 0.067 -0.942 -1.927
H 1.821 -0.297 0.370
H 0.821 0.624 1.634
H -1.251 1.762 -0.521
H 0.039 0.351 -2.191
```

Entry 6:
The molecule C2H4S3 at a distorted geometry. Source: the Open Molecules 2025 dataset; level of theory: ωB97M-V/def2-TZVPD.

E_HOMO = -7.7 eV
Relative energy (zero: lowest compared OMol25 entry of this formula, charge and spin) = 1.882 eV
Charge = 0
LUMO = -0.95 eV
HOMO-LUMO gap = 6.78 eV
DFT total energy = -1273.082678 Eh
Multiplicity = 1

XYZ file:
```
9
C2H4S3 ωB97M-V/def2-TZVPD
C -1.299 0.423 0.205
C -0.115 -0.436 0.427
S -2.818 0.082 0.961
S -3.113 -0.827 -0.856
S -1.230 2.053 -0.339
H 0.407 0.098 1.183
H 0.460 -0.340 -0.488
H -0.075 -1.609 0.544
H -0.090 2.027 -1.175
```

Entry 7:
A structure of composition C2H5AgLiO2 at a distorted geometry. Source: the Open Molecules 2025 dataset; level of theory: ωB97M-V/def2-TZVPD.

E_HOMO = -2.9 eV
Relative energy (zero: lowest compared OMol25 entry of this formula, charge and spin) = 2.280 eV
Charge = -1
LUMO = 1.22 eV
HOMO-LUMO gap = 4.15 eV
DFT total energy = -383.937286 Eh
Multiplicity = 1

XYZ file:
```
11
C2H5AgLiO2 ωB97M-V/def2-TZVPD
H 4.115 1.685 -1.551
Li 2.178 0.032 -1.044
O -0.360 1.465 0.573
C -0.091 0.181 0.182
C -0.813 -1.180 0.120
O 0.179 -1.848 -0.574
Ag -2.442 1.469 1.319
H 0.585 -0.113 1.047
H -0.310 0.346 -0.928
H -1.800 -0.833 -0.312
H -1.239 -1.205 1.167
```

Entry 8:
A cluster of 2 separate species, C2H5B in total at a distorted geometry. Source: the Open Molecules 2025 dataset; level of theory: ωB97M-V/def2-TZVPD.

E_HOMO = -9.2 eV
Relative energy (zero: lowest compared OMol25 entry of this formula, charge and spin) = 4.057 eV
Charge = 0
LUMO = -0.16 eV
HOMO-LUMO gap = 9.08 eV
DFT total energy = -103.843280 Eh
Multiplicity = 1

XYZ file:
```
8
C2H5B ωB97M-V/def2-TZVPD
B 0.916 -0.125 0.146
C -0.330 0.790 -0.006
C -0.416 -0.787 -0.088
H 3.063 0.006 -0.011
H -0.885 1.212 0.881
H -0.536 1.424 -0.863
H -0.830 -1.349 -0.887
H -0.983 -1.171 0.826
```

Entry 9:
The molecule C2H5BCl2O2 at a distorted geometry. Source: the Open Molecules 2025 dataset; level of theory: ωB97M-V/def2-TZVPD.

E_HOMO = -10.0 eV
Relative energy (zero: lowest compared OMol25 entry of this formula, charge and spin) = 0.231 eV
SMILES = CC(Cl)(Cl)B(O)O
Charge = 0
LUMO = 0.08 eV
HOMO-LUMO gap = 10.08 eV
DFT total energy = -1175.006862 Eh
Multiplicity = 1

XYZ file:
```
12
C2H5BCl2O2 ωB97M-V/def2-TZVPD
B 0.605 0.810 0.320
C -0.854 -1.071 -1.068
C -0.384 -0.490 0.327
O 1.004 1.348 -0.787
O 0.824 1.116 1.576
Cl -1.827 -0.101 1.371
Cl 0.659 -1.683 1.081
H -1.351 -2.062 -0.647
H -1.741 -0.569 -1.554
H 0.021 -1.166 -1.645
H 1.566 2.118 -0.823
H 1.478 1.749 1.850
```

Entry 10:
The molecule C2H5BO at a distorted geometry. Source: the Open Molecules 2025 dataset; level of theory: ωB97M-V/def2-TZVPD.

E_HOMO = -10.9 eV
Relative energy (zero: lowest compared OMol25 entry of this formula, charge and spin) = 1.875 eV
Charge = 0
LUMO = 0.14 eV
HOMO-LUMO gap = 11.06 eV
DFT total energy = -179.265495 Eh
Multiplicity = 1

XYZ file:
```
9
C2H5BO ωB97M-V/def2-TZVPD
B -0.286 -0.219 0.353
C -1.682 0.198 -0.024
C 1.156 0.161 -0.390
O -2.821 0.300 -0.064
H 1.624 -0.710 -0.831
H -0.333 0.181 1.484
H -0.506 -1.399 0.335
H 1.849 0.599 0.320
H 1.000 0.890 -1.182
```

- What is the formula in the tenth record?
  C2H5BO